Record 1
Entry from the OMol25 dataset: an isolated molecule of C23H26O4 at a distorted geometry (ωB97M-V/def2-TZVPD).

## Properties
Energy above the lowest of the compared OMol25 structures with the same formula, charge and spin (kJ/mol): 401.1
E_HOMO (eV): -7.44
Molar mass (u): 366.46
HOMO-LUMO gap (eV): 7.681

Element x y z (Å)
C  -0.9817  -0.3119  2.8614
C  -1.1261  0.8452  1.8724
C  0.2122  1.6587  1.8628
C  0.3877  3.0788  2.3795
O  1.2147  1.1103  1.3703
C  -2.3349  1.7558  2.1987
C  -3.6387  1.1992  2.7763
O  -2.3889  2.9645  1.8969
H  -1.9367  -0.8202  3.0498
H  -0.3062  -1.1198  2.4987
H  -0.5858  0.0710  3.8517
H  -0.5265  3.6614  2.2434
H  0.6683  3.0428  3.4503
H  1.2218  3.5539  1.8155
H  -3.6226  0.1388  3.0706
H  -3.8875  1.8129  3.6425
H  -4.4422  1.3570  2.0492
C  -1.1986  4.7609  -4.5025
O  -2.1764  4.3461  -3.5042
C  -1.9008  3.2692  -2.7063
C  -2.9519  2.8377  -1.8622
C  -2.7834  1.7407  -1.0294
C  -1.4933  1.1810  -0.8439
C  -1.2336  0.1596  0.2335
C  -0.2508  -0.8541  -0.1125
C  -0.0921  -2.1175  0.4316
C  1.0564  -2.9553  0.2211
C  1.1417  -4.2316  0.8595
C  2.2594  -5.0265  0.7212
C  3.3420  -4.6074  -0.0894
O  4.4139  -5.4451  -0.1309
C  5.5786  -5.0932  -0.9106
C  3.2507  -3.3699  -0.7927
C  2.1394  -2.5641  -0.6025
C  -0.4312  1.6418  -1.6530
C  -0.6496  2.6167  -2.6353
H  -1.7253  5.5537  -5.0294
H  -0.2815  5.1568  -4.0363
H  -0.9525  3.9535  -5.1923
H  -3.9087  3.3511  -1.9186
H  -3.6757  1.2658  -0.5812
H  -2.1750  -0.2112  0.6944
H  0.5019  -0.5676  -0.8697
H  -0.9271  -2.5795  0.9954
H  0.3116  -4.5610  1.4704
H  2.3503  -5.9716  1.2433
H  6.2390  -5.9352  -0.7296
H  5.3452  -5.0159  -1.9757
H  6.0395  -4.1605  -0.5604
H  4.0786  -3.0817  -1.4392
H  2.1302  -1.5968  -1.1133
H  0.5575  1.2105  -1.5971
H  0.1448  2.9021  -3.3424



Record 2
Entry from the OMol25 dataset: an isolated molecule of C13H24N4O2 at a distorted geometry (ωB97M-V/def2-TZVPD).

## Properties
Energy above the lowest of the compared OMol25 structures with the same formula, charge and spin (kJ/mol): 480.1
E_HOMO (eV): -9.36
Molar mass (u): 268.36
HOMO-LUMO gap (eV): 8.642

Element x y z (Å)
C  4.7452  -1.7044  0.0444
C  5.3421  -0.3201  -0.1592
O  4.5508  0.4316  -1.0488
C  4.3844  1.7827  -0.7237
C  2.9878  2.2658  -1.0896
C  1.9333  1.5865  -0.2955
N  1.7364  0.2983  -0.5243
N  0.7790  -0.2918  0.1649
C  0.1144  0.4646  1.0101
O  -0.8381  -0.1696  1.6894
C  -2.0611  0.5578  1.8686
C  -2.8020  0.9451  0.5858
C  -4.2696  1.1294  0.9350
C  -2.6588  -0.0193  -0.5940
C  -3.3562  -1.3772  -0.4947
C  -3.1160  -2.0779  -1.8512
C  -2.8145  -2.3049  0.5918
N  0.3236  1.7317  1.2728
N  1.2822  2.3251  0.5799
H  5.5402  -2.4017  0.2722
H  4.1871  -2.0214  -0.8225
H  4.0949  -1.7095  0.9094
H  6.3471  -0.4559  -0.5556
H  5.4450  0.1428  0.8199
H  4.5347  1.9994  0.3341
H  5.0886  2.3846  -1.2984
H  2.9336  3.3362  -0.9552
H  2.8123  2.0413  -2.1347
H  -2.7074  -0.0974  2.4361
H  -1.9279  1.4293  2.4935
H  -2.4478  1.9327  0.2948
H  -4.7988  1.4797  0.0561
H  -4.7160  0.1993  1.2497
H  -4.4065  1.8882  1.6951
H  -3.1119  0.4864  -1.4444
H  -1.6276  -0.1968  -0.8762
H  -4.4310  -1.2834  -0.4121
H  -3.2161  -3.1522  -1.7826
H  -2.0786  -1.8929  -2.1204
H  -3.7126  -1.6413  -2.6443
H  -3.0812  -3.3205  0.3254
H  -1.7363  -2.2688  0.6292
H  -3.2467  -2.1318  1.5690



Record 3
Entry from the OMol25 dataset: an isolated molecule of C4H3NO2 at a distorted geometry (ωB97M-V/def2-TZVPD).

## Properties
Energy above the lowest of the compared OMol25 structures with the same formula, charge and spin (kJ/mol): 184.6
E_HOMO (eV): -10.91
Molar mass (u): 97.07
HOMO-LUMO gap (eV): 10.729

Element x y z (Å)
O  1.4094  -0.3445  -1.9698
C  1.0988  0.2128  -0.9554
C  -0.4542  1.2459  0.5208
N  -0.3523  2.1412  1.2417
O  -0.7563  -0.9168  1.9232
C  -0.5963  -1.1300  0.7531
C  -0.2827  0.0185  -0.2512
H  1.7126  1.0188  -0.5044
H  -0.7923  -2.1262  0.3233
H  -0.9868  -0.1198  -1.0812



Record 4
Entry from the OMol25 dataset: a structure of composition C22H31N3O4 at a distorted geometry (ωB97M-V/def2-TZVPD).

## Properties
Energy above the lowest of the compared OMol25 structures with the same formula, charge and spin (kJ/mol): 2327.1
E_HOMO (eV): -7.66
Molar mass (u): 401.51
HOMO-LUMO gap (eV): 7.703

Element x y z (Å)
C  1.7899  3.0898  2.9803
H  2.3249  2.1039  2.5552
H  2.4038  3.3619  3.7769
H  0.8122  2.8057  3.1763
C  1.7125  4.2195  1.5851
C  3.1377  4.7535  1.5182
H  3.4923  5.2509  2.4960
H  3.9467  3.8704  1.1025
H  3.2938  5.4634  0.6473
C  0.9360  5.3723  2.2504
H  1.6741  5.8834  3.2185
H  0.1581  5.1644  2.6124
H  0.7444  6.1527  1.2987
C  1.2291  3.5700  0.5709
C  1.9218  2.3861  -0.0872
C  1.1664  1.5172  -0.5669
O  -0.2402  1.5386  -1.1153
C  -0.8974  2.7124  -0.6370
O  -2.0683  2.1513  -0.6906
C  -2.5385  1.3212  0.4344
C  -3.6466  0.5108  -0.2937
C  -3.2299  -0.7065  -0.7792
H  -2.5176  -1.4084  -0.2503
H  -4.1712  -1.3604  -0.9912
C  -2.3195  -0.5339  -2.4413
O  -2.1633  -1.7257  -2.9997
H  -1.8112  -2.1639  -2.4674
H  -3.1289  -0.0503  -2.9350
H  -1.7886  0.2736  -2.0277
H  -4.3842  0.1437  0.6757
H  -4.1894  1.0573  -0.8608
H  -2.7878  1.8662  1.1050
H  -1.6622  0.6168  0.5661
C  -0.4027  3.3299  0.5456
H  -0.9674  4.2022  0.8015
H  -0.3111  2.4446  1.5394
H  -0.6872  3.3792  -1.6499
C  1.7488  0.1383  -0.8181
O  2.8740  -0.3108  -0.4650
N  1.3083  -0.4097  -1.9157
H  0.1750  -0.1385  -2.2829
C  1.4071  -1.7827  -2.0715
C  0.7729  -2.5540  -1.1944
N  -0.5553  -2.9912  -1.2233
C  -0.5141  -3.5231  0.0436
C  -1.8419  -4.3203  0.5740
C  -1.7853  -4.6640  1.9196
C  -0.6476  -4.5551  2.6247
C  0.7755  -3.9493  2.0732
C  0.6321  -3.3562  0.9062
N  1.5109  -2.9004  -0.0628
H  2.4264  -2.5354  0.1444
H  1.6165  -3.9810  2.6077
H  -0.5762  -4.8627  3.7361
H  -2.6483  -5.1692  2.4729
H  -2.6895  -4.3710  0.2885
H  2.4836  -2.0462  -2.4572
H  0.9520  -2.0767  -3.2204
H  2.9704  2.1393  0.3278
H  1.1027  4.2555  -0.0386



Record 5
Entry from the OMol25 dataset: a cluster of 2 separate species, C5H11NO in total at a distorted geometry (ωB97M-V/def2-TZVPD).

## Properties
Energy above the lowest of the compared OMol25 structures with the same formula, charge and spin (kJ/mol): 231.1
E_HOMO (eV): -9.90
Molar mass (u): 101.15
HOMO-LUMO gap (eV): 10.503

Element x y z (Å)
C  2.3158  0.2278  0.0749
C  1.5024  -0.6576  -0.8579
O  3.5058  -0.3697  0.5347
H  3.9249  -0.8284  -0.2029
H  2.5518  1.1768  -0.4264
H  1.6806  0.4674  0.9811
H  2.0298  -0.8689  -1.7884
H  0.5848  -0.1271  -1.1055
H  1.2946  -1.6074  -0.3673
C  -1.6599  1.0795  0.3438
C  -2.0214  -0.3639  0.2691
C  -3.1346  -0.8642  0.7912
N  -0.8326  1.5919  -0.4638
H  -0.8192  2.6083  -0.4856
H  -2.3923  1.6707  0.9108
H  -1.3383  -0.9676  -0.3112
H  -3.3587  -1.9180  0.7658
H  -3.8335  -0.2495  1.3379



Record 6
Entry from the OMol25 dataset: a cluster of 2 separate species, C6H9IN2 in total at a distorted geometry (ωB97M-V/def2-TZVPD).

## Properties
Energy above the lowest of the compared OMol25 structures with the same formula, charge and spin (kJ/mol): 424.4
E_HOMO (spin up / spin down) (eV): -7.91 / -8.73
Molar mass (u): 236.06
HOMO-LUMO gap (spin up / spin down) (eV): 7.124 / 8.675

Element x y z (Å)
C  -0.5012  -2.0193  -0.6421
C  1.4732  -2.2313  0.2512
C  -0.2284  -0.8843  0.0553
C  -1.3267  2.1287  -1.2467
C  1.8282  0.0447  1.2567
C  -1.7239  1.5196  0.1422
N  0.6117  -2.8828  -0.4792
N  1.0368  -0.9785  0.5998
I  -3.2045  0.1229  0.5306
H  -1.4251  -2.1315  -1.2107
H  2.3809  -2.5824  0.5324
H  -2.0161  3.0142  -1.4987
H  -1.7377  1.4844  -2.0610
H  -0.2307  2.1977  -1.3495
H  2.6888  0.3840  0.5334
H  1.1303  0.9441  1.4404
H  2.3548  -0.2275  2.2313
H  -1.1103  2.0973  0.9145